[1]
Density functional theory data (the ωB97M-V functional and the def2-TZVPD basis) for the molecule C2H8N4O in a non-equilibrium geometry.

```
15
Properties=species:S:1:pos:R:3:forces:R:3:nbo_charge:R:1
C -1.095 0.273 -0.040 -0.03 0.47 0.12 -0.2411
C -0.643 1.582 0.614 -0.33 -0.42 0.23 -0.0728
N -0.005 -0.664 -0.216 -0.66 -0.51 -0.19 -0.0654
N -0.333 -1.855 -0.891 0.38 0.17 -0.19 -0.6685
O 0.134 2.376 -0.237 0.55 0.01 -0.30 -0.7140
N 1.185 -0.393 0.206 1.58 -0.67 0.06 -0.0121
N 2.057 -1.313 0.036 -0.97 0.50 -0.08 -0.5583
H 0.976 1.915 -0.366 -0.17 0.14 0.04 0.4758
H 0.562 -2.249 -1.190 -0.19 0.01 0.08 0.3919
H -0.760 -2.520 -0.249 0.17 0.09 0.16 0.3559
H 2.950 -0.961 0.376 -0.24 0.26 0.07 0.3334
H -1.526 0.479 -1.024 0.01 -0.03 0.10 0.2172
H -1.863 -0.201 0.583 0.02 0.06 -0.03 0.1933
H -1.530 2.178 0.848 0.06 -0.19 0.03 0.1890
H -0.110 1.354 1.549 -0.18 0.11 -0.11 0.1759
```
Forces are in eV/Å.

Values from the calculation:
Charge ... 0
Highest occupied orbital energy ... -8.9 eV
Calculated total energy ... -375.1749 Ha
Gap between HOMO and LUMO ... 9.874 eV
Multiplicity ... 1
Energy above the lowest of the compared OMol25 structures with the same formula, charge and spin ... 345.9 kJ/mol

***

[2]
Density functional theory data (the ωB97M-V functional and the def2-TZVPD basis) for a 6-piece molecular cluster, C18H34O18 overall in a non-equilibrium geometry.

```
70
Properties=species:S:1:pos:R:3:forces:R:3:nbo_charge:R:1
C -1.120 -0.859 2.490 1.85 0.43 -1.33 -0.0952
C -0.162 0.346 2.665 -0.88 -0.04 0.78 -0.0980
O -1.102 1.424 2.745 -0.28 0.64 -0.56 -0.5043
C -2.287 1.069 2.162 0.96 -0.88 1.77 0.9749
O -3.225 1.764 2.019 -0.41 0.77 -0.63 -0.5668
O -2.279 -0.263 1.969 -0.99 -0.32 -0.08 -0.4893
H -1.184 -1.371 3.448 -0.85 -0.08 -0.08 0.1916
H -0.779 -1.523 1.697 0.18 -0.28 0.35 0.1957
H 0.555 0.589 1.884 0.03 -0.44 -0.10 0.1963
H 0.288 0.258 3.651 0.45 0.24 -0.21 0.1958
C -5.949 -3.335 0.940 -0.81 0.29 1.79 -0.2657
O -4.935 -2.751 0.165 0.57 -0.39 0.12 -0.5092
C -5.145 -1.576 -0.432 0.02 -0.47 0.02 0.9938
O -6.215 -1.153 -0.746 -0.22 0.53 -0.13 -0.6197
O -3.937 -1.046 -0.627 0.34 -0.19 -0.17 -0.5042
C -3.798 -0.005 -1.569 -0.86 1.17 -1.20 -0.2686
H -5.953 -2.893 1.948 0.35 0.15 -0.12 0.1776
H -5.711 -4.378 1.124 0.00 -0.10 -0.58 0.1957
H -6.987 -3.179 0.646 0.26 -0.16 -0.91 0.2065
H -3.200 -0.278 -2.440 0.34 -0.46 0.41 0.1907
H -3.365 0.892 -1.134 0.07 -0.27 0.32 0.1978
H -4.759 0.277 -2.007 -0.13 -0.07 0.41 0.2077
C -0.710 4.346 -4.926 0.62 0.67 -0.37 -0.2598
O -1.771 4.046 -4.039 -0.50 -0.29 0.26 -0.4957
C -1.477 4.114 -2.737 1.27 -0.73 -0.62 0.9935
O -0.357 4.264 -2.322 0.28 0.41 0.46 -0.6662
O -2.549 3.881 -2.034 -1.42 0.34 0.00 -0.4875
C -2.431 3.725 -0.633 0.48 0.63 1.20 -0.2653
H -0.925 3.883 -5.885 -0.33 0.15 0.02 0.1947
H 0.284 4.009 -4.628 -0.31 -0.25 0.47 0.2028
H -0.653 5.435 -4.996 0.04 -0.10 -0.36 0.1830
H -3.242 4.201 -0.079 -0.68 -0.47 -0.74 0.2051
H -1.608 4.303 -0.200 0.54 -0.53 -0.53 0.2024
H -2.365 2.663 -0.421 0.10 0.09 0.25 0.1933
C 8.308 4.601 -1.004 1.01 -0.55 0.24 -0.2579
O 7.449 4.461 0.124 -0.32 0.73 -0.14 -0.4898
C 6.658 3.403 0.135 0.35 -0.72 -0.16 0.9813
O 6.663 2.505 -0.661 -0.17 -0.10 -0.37 -0.6358
O 5.911 3.464 1.225 -0.37 1.09 0.76 -0.4897
C 4.939 2.492 1.427 -1.41 -1.98 0.47 -0.2604
H 7.836 4.561 -1.981 -0.48 0.12 0.20 0.1980
H 9.041 3.794 -0.968 0.02 -0.02 -0.12 0.1894
H 8.841 5.532 -0.844 -0.16 0.15 -0.11 0.1978
H 4.235 2.706 2.236 0.58 0.99 0.15 0.1949
H 5.349 1.529 1.744 0.41 0.07 -0.38 0.1875
H 4.259 2.294 0.598 0.62 0.22 -0.51 0.1852
C -1.011 -4.649 1.170 -1.04 0.12 -1.78 -0.2597
O -0.587 -5.620 2.086 -0.20 0.03 0.63 -0.4966
C 0.683 -6.024 2.114 0.12 0.06 0.21 0.9843
O 1.563 -5.659 1.386 0.08 -0.07 -0.02 -0.6282
O 0.771 -6.895 3.126 -0.22 0.33 0.21 -0.4997
C 2.023 -7.535 3.357 -0.16 -0.54 -0.15 -0.2545
H -0.879 -4.956 0.128 0.57 -0.20 0.13 0.1868
H -0.633 -3.631 1.239 0.52 -0.23 0.61 0.1807
H -2.098 -4.600 1.229 0.03 0.04 0.55 0.2023
H 2.240 -8.127 2.468 0.56 0.18 0.08 0.1935
H 1.871 -8.221 4.188 -0.25 0.05 -0.05 0.1964
H 2.816 -6.854 3.662 -0.03 0.21 -0.46 0.1935
C 1.463 1.918 -0.672 -2.32 1.47 -0.54 -0.2861
O 1.396 0.519 -0.874 0.50 -0.32 0.56 -0.4965
C 0.268 0.054 -1.414 -0.02 0.55 -0.27 0.9824
O -0.658 0.715 -1.820 0.16 -0.03 0.29 -0.6541
O 0.355 -1.262 -1.448 -0.06 -0.59 0.12 -0.4924
C -0.834 -1.956 -1.862 0.28 -0.10 -0.29 -0.2646
H 0.580 2.294 -0.134 0.06 -0.52 0.46 0.1882
H 1.240 2.439 -1.607 0.92 0.02 -0.20 0.2256
H 2.316 2.285 -0.123 0.51 -0.66 -0.33 0.1971
H -1.676 -1.665 -1.243 -0.06 -0.09 0.01 0.2072
H -0.598 -3.013 -1.771 -0.01 0.02 0.25 0.1973
H -1.043 -1.776 -2.916 -0.06 0.27 0.03 0.1930
```
Forces are in eV/Å.

Values from the calculation:
Charge ... 0
Highest occupied orbital energy ... -10.8 eV
Calculated total energy ... -2060.5723 Ha
Gap between HOMO and LUMO ... 11.164 eV
Multiplicity ... 1
Energy above the lowest of the compared OMol25 structures with the same formula, charge and spin ... 89.8 kJ/mol